i.
Molecular formula: C8H11N2
Method: DFT, ωB97M-V/def2-TZVPD

The charge is +1. The SMILES is C#C[C@H]1C(=C)N=CC[N@H+]1C. The value obtained for the HOMO energy is -12.95 eV. The calculation puts the LUMO energy at -3.94 eV. The value obtained for the orbital gap is 9.01 eV. As for the spin multiplicity: 1.

Last column: Löwdin charge in e.
Atoms and positions in Å:
1 C -0.293 2.567 0.976  0.189
2 C -0.156 1.702 0.131  -0.061
3 C 0.055 0.491 -0.729  -0.155
4 C 1.644 0.078 -0.446  -0.248
5 C 2.784 0.848 -0.762  0.150
6 N 1.739 -1.046 0.324  0.078
7 C 0.875 -1.623 1.019  -0.061
8 C -0.559 -1.089 0.974  -0.061
9 N -0.858 -0.672 -0.422  -0.114
10 C -2.247 -0.408 -0.695  0.031
11 H -0.546 3.327 1.646  0.041
12 H 0.108 0.642 -1.752  0.128
13 H 3.678 0.411 -0.247  0.094
14 H 2.854 1.755 -1.415  0.096
15 H 1.024 -2.569 1.530  0.130
16 H -1.248 -1.800 1.314  0.127
17 H -0.609 -0.168 1.454  0.100
18 H -0.378 -1.440 -0.890  0.192
19 H -2.606 0.165 0.174  0.129
20 H -2.525 0.155 -1.556  0.117
21 H -2.737 -1.326 -0.627  0.098


ii.
Molecular formula: C8H11N2
Method: DFT, ωB97M-V/def2-TZVPD

The charge is +1. The SMILES is C#[N+][C@H]1N=CC=C(C)[C@@H]1C. The value obtained for the HOMO energy is -12.73 eV. The calculation puts the LUMO energy at -4.43 eV. The value obtained for the orbital gap is 8.31 eV. As for the spin multiplicity: 1.

Last column: Löwdin charge in e.
Atoms and positions in Å:
1 C 1.922 2.344 2.047  0.342
2 N 1.433 1.660 1.243  0.221
3 C 0.974 1.041 -0.001  -0.308
4 N 2.018 0.303 -0.537  0.078
5 C 1.845 -0.932 -0.846  -0.106
6 C 0.646 -1.649 -0.666  -0.021
7 C -0.417 -1.115 -0.011  -0.255
8 C -1.705 -1.815 0.181  -0.005
9 C -0.397 0.331 0.280  -0.202
10 C -1.443 1.068 -0.703  -0.010
11 H 2.400 2.958 2.809  0.147
12 H 0.950 1.862 -0.685  0.156
13 H 2.675 -1.386 -1.349  0.123
14 H 0.850 -2.697 -0.967  0.137
15 H -2.444 -1.171 0.351  0.025
16 H -1.478 -2.516 1.047  0.138
17 H -1.781 -2.385 -0.761  0.120
18 H -0.868 0.551 1.360  0.195
19 H -1.407 0.843 -1.769  0.105
20 H -1.442 2.119 -0.612  0.072
21 H -2.333 0.585 -0.411  0.048


It comes down to ii, which is 0.908 eV more stable than the next structure.


i.
Molecular formula: C4H12N2O
Method: DFT, ωB97M-V/def2-TZVPD

The charge is +1. The value obtained for the HOMO energy (alpha / beta) is -14.01 / -14.01 eV. The calculation puts the LUMO energy (alpha / beta) at -4.66 / -7.15 eV. The value obtained for the orbital gap (alpha / beta) is 9.35 / 6.86 eV. As for the spin multiplicity: 2.

Last column: Löwdin charge in e.
Atoms and positions in Å:
1 C 1.713 1.415 -2.169  -0.080
2 C 1.410 1.888 -0.716  -0.136
3 C 0.776 0.776 0.136  -0.144
4 C 0.446 -0.449 -0.330  -0.087
5 N -0.605 -1.105 0.282  0.024
6 N 1.016 0.700 1.579  0.205
7 H 2.668 0.936 -2.318  0.085
8 H 0.898 0.918 -2.591  0.048
9 H 1.760 2.313 -2.862  0.111
10 H 2.295 2.284 -0.122  0.151
11 H 0.746 2.761 -0.669  0.131
12 H 0.996 -0.908 -1.177  0.156
13 H -0.557 -1.922 0.985  0.161
14 H -1.547 -1.170 -0.306  0.181
15 H 0.405 0.080 1.965  0.046
16 H 0.635 1.584 1.967  0.147
17 H -4.321 -3.791 2.810  0.059
18 H -4.771 -2.972 1.536  0.058
19 O -3.965 -3.337 2.000  -0.116


ii.
Molecular formula: C4H12N2O
Method: DFT, ωB97M-V/def2-TZVPD

The charge is +1. The value obtained for the HOMO energy (alpha / beta) is -14.07 / -13.99 eV. The calculation puts the LUMO energy (alpha / beta) at -3.33 / -8.49 eV. The value obtained for the orbital gap (alpha / beta) is 10.74 / 5.50 eV. As for the spin multiplicity: 2.

Last column: Löwdin charge in e.
Atoms and positions in Å:
1 N 1.820 -0.091 0.863  0.083
2 C 0.554 -0.167 0.118  -0.292
3 C 0.232 1.185 -0.484  -0.143
4 C -0.954 1.198 -1.434  -0.241
5 O -0.771 0.342 -2.549  -0.052
6 C -0.609 -0.516 1.216  -0.135
7 N -0.716 -1.859 1.481  0.233
8 H 2.604 -0.534 0.399  0.102
9 H 1.724 -0.557 1.754  0.079
10 H 0.538 -0.987 -0.604  0.145
11 H 1.146 1.565 -0.958  0.143
12 H 0.079 1.920 0.314  0.139
13 H -1.118 2.216 -1.772  0.131
14 H -1.820 0.762 -0.934  0.112
15 H 0.138 0.400 -2.881  0.101
16 H -1.483 -0.265 0.634  0.127
17 H -0.466 0.142 2.067  0.155
18 H -0.854 -2.453 0.660  0.160
19 H -0.044 -2.301 2.109  0.154


It comes down to ii, which is 0.755 eV more stable than the next structure.